ORCA calculation (ωB97M-V/def2-TZVPD) on C48H46BiBrN4O5P as an isolated structure.

The value obtained for the HOMO-LUMO gap is 8.39 eV. The HOMO energy is -10.44 eV. The value obtained for the lowest unoccupied orbital energy is -2.045 eV. As for the total energy: -151889.1362 eV. The energy above the lowest of the compared OMol25 structures with the same formula, charge and spin comes out at 0.628 eV.

Geometry as ORCA input:
```
! RIJCOSX wB97M-V def2-TZVPD def2/J DEFGRID3
* xyz 1 1
Bi -0.56824 -0.58217 0.11587
C -4.13049 -0.12490 0.47650
C -3.76077 1.30203 0.03514
C -3.25521 2.11072 1.20272
C -3.81378 3.33554 1.53848
C -3.31701 4.02008 2.63826
C -2.29615 3.44927 3.37623
C -1.79812 2.22162 2.96884
N -2.25077 1.56798 1.89827
N -3.42051 -1.19940 -0.23463
C -3.75152 -2.47163 0.40366
C -3.01014 -2.75503 1.69055
C -3.45726 -3.78236 2.51183
C -2.75801 -4.07659 3.66783
C -1.64119 -3.31976 3.98778
C -1.26874 -2.30668 3.12387
N -1.93236 -2.03479 1.99312
C -3.74556 -1.22154 -1.65710
C -2.70847 -0.71261 -2.63719
C -3.11704 -0.47919 -3.94309
C -2.17053 -0.24317 -4.92292
C -0.83158 -0.25179 -4.57311
C -0.50489 -0.41725 -3.24292
N -1.42155 -0.63241 -2.28772
H -5.21283 -0.27557 0.35730
H -3.89230 -0.23342 1.53253
H -4.61568 1.80349 -0.41562
H -2.97675 1.25032 -0.72900
H -4.62329 3.74617 0.94840
H -3.72691 4.98407 2.91204
H -1.88830 3.93932 4.24959
H -1.00354 1.74189 3.52416
H -3.51652 -3.28421 -0.28071
H -4.82996 -2.52738 0.60864
H -4.34671 -4.33966 2.24427
H -3.08323 -4.88249 4.31333
H -1.06526 -3.51360 4.88187
H -0.40235 -1.68852 3.31420
H -4.69370 -0.70521 -1.84900
H -3.90886 -2.25829 -1.96098
H -4.17224 -0.51477 -4.18492
H -2.46980 -0.06679 -5.94789
H -0.05351 -0.09500 -5.30575
H 0.52647 -0.40827 -2.91096
C 6.03336 -2.38055 -0.87906
O 5.33124 -3.61446 -0.98194
C 3.99332 -3.58155 -0.95594
C 3.35271 -4.83866 -0.94887
C 1.99432 -4.88512 -0.90339
C 1.19360 -3.71607 -0.84745
C -0.23719 -3.82920 -0.80874
C -0.88972 -5.16686 -1.07033
O -1.00697 -2.87830 -0.56686
C 1.84567 -2.45470 -0.86564
O 1.22555 -1.29388 -0.88423
C 3.24804 -2.42079 -0.93903
H 7.08311 -2.64132 -0.79376
H 5.72035 -1.82764 0.00894
H 5.88106 -1.76656 -1.76935
H 3.95815 -5.73441 -0.97011
H 1.51491 -5.85412 -0.88601
H -0.69075 -5.84465 -0.23761
H -0.50946 -5.62130 -1.98362
H -1.96456 -5.02703 -1.15387
H 3.72320 -1.45150 -0.97894
Br 3.07529 3.40384 2.89941
C 2.76755 1.89737 4.00916
C 3.27295 1.99584 5.29833
C 3.19354 0.92059 6.16859
C 2.64444 -0.27497 5.73511
C 2.13654 -0.36455 4.45152
C 2.14772 0.72023 3.57300
C 1.37931 0.58444 2.27674
O 1.08560 1.59833 1.63745
O 1.04011 -0.59906 1.92680
H 3.73956 2.92068 5.60820
H 3.57732 1.02093 7.17527
H 2.61416 -1.13622 6.39019
H 1.71893 -1.29578 4.09648
C -0.16467 3.58764 0.03946
P 0.46386 2.10054 -0.84978
C 2.26056 2.41559 -0.91303
C 2.74740 3.69689 -1.16525
C 4.11290 3.92062 -1.24287
C 5.00359 2.86903 -1.06894
C 4.52307 1.59722 -0.79324
C 3.15607 1.37193 -0.70961
C -0.03229 2.62811 -2.56041
C 0.85402 2.76621 -3.62585
C 0.40909 3.21184 -4.86425
C -0.93187 3.50209 -5.06673
C -1.83195 3.34725 -4.01941
C -1.38123 2.91989 -2.78049
H -0.18785 4.43735 -0.63803
H 0.48666 3.78636 0.88843
H -1.17188 3.40781 0.41024
H 2.06102 4.52477 -1.29724
H 4.48522 4.91785 -1.44150
H 6.06927 3.04533 -1.13805
H 5.22071 0.78229 -0.63766
H 2.76584 0.39383 -0.46566
H 1.90353 2.53457 -3.49291
H 1.11642 3.33802 -5.67472
H -1.27529 3.85715 -6.03031
H -2.88229 3.56767 -4.16521
H -2.08776 2.84110 -1.95915
*
```

Löwdin atomic charge list, values in e, 99 entries: 1.9654, -0.1774, -0.1093, -0.3207, -0.0183, -0.0478, -0.0427, -0.1163, 0.0871, -0.2053, -0.1476, -0.2671, -0.0112, -0.0438, -0.0387, -0.1060, 0.0267, -0.1226, -0.2537, -0.0121, -0.0349, -0.0383, -0.1327, -0.0033, 0.1287, 0.1120, 0.1198, 0.0788, 0.1159, 0.1147, 0.1120, 0.1108, 0.1103, 0.1369, 0.1217, 0.1157, 0.1111, 0.0820, 0.1350, 0.1354, 0.1223, 0.1196, 0.1176, 0.1050, -0.0595, -0.0490, -0.2671, 0.0072, -0.0178, -0.1021, -0.3402, 0.0076, -0.1333, -0.2998, -0.3270, 0.0667, 0.0978, 0.0957, 0.0983, 0.1243, 0.1119, 0.0998, 0.0957, 0.0784, 0.0941, 0.8204, -0.5837, -0.1340, -0.0703, -0.0711, -0.0282, -0.1468, -0.6305, -0.1571, -0.2046, 0.0957, 0.1103, 0.1066, 0.1032, -0.2162, 0.9757, -0.3781, -0.0975, -0.0708, -0.0732, -0.0675, -0.0884, -0.3727, -0.0904, -0.0765, -0.0832, -0.0809, -0.1158, 0.0539, 0.0348, 0.0150, 0.1105, 0.1087, 0.1074

=====

ORCA calculation (ωB97M-V/def2-TZVPD) on C22H42ClF7N18O8S2 as an isolated structure.

The value obtained for the HOMO-LUMO gap is 6.73 eV. The HOMO energy is -7.94 eV. The value obtained for the lowest unoccupied orbital energy is -1.217 eV. As for the total energy: -119918.4687 eV.

Geometry as ORCA input:
```
! RIJCOSX wB97M-V def2-TZVPD def2/J DEFGRID3
* xyz 0 1
C -3.12432 1.39181 0.81395
C -3.47334 1.20099 -0.47028
C -2.42745 1.42990 -1.55217
C -1.79869 0.41223 -2.24268
C -2.28126 -1.00197 -1.88451
C -1.85342 -1.51147 -0.46828
C -0.35250 -1.39319 -0.18050
S 0.10993 -2.33978 1.32139
C -0.75826 0.69208 -3.26544
C -0.01543 -0.40921 -4.01002
F -0.28922 -1.67773 -3.64432
F -0.41437 -0.31873 -5.33418
C 1.58633 -0.32761 -4.08543
F 2.02563 0.18025 -5.25007
F 2.02448 -1.62664 -4.14637
C 2.32848 0.27503 -2.84183
F 3.51792 -0.38538 -2.74484
F 1.70699 0.07855 -1.67951
F 2.65141 1.56784 -2.94644
C -0.51713 2.01758 -3.53853
Cl 0.57422 2.58836 -4.78560
C -1.18136 3.07026 -2.83359
N -0.95249 4.38207 -3.07707
S -1.89865 5.12294 -1.99762
N -2.65447 3.90947 -1.21006
C -2.14258 2.81192 -1.79516
H -2.16566 1.02934 1.21456
H -3.74992 1.96624 1.51163
H -4.49811 0.92320 -0.75129
H -3.38483 -0.89676 -1.78754
H -2.17677 -1.76313 -2.66133
H -2.09285 -2.59080 -0.47403
H -2.48793 -1.09485 0.32052
H 0.29168 -1.75517 -0.99171
H -0.13898 -0.33064 0.04199
H -1.05046 -2.69868 1.94092
C 0.51345 5.23834 1.45505
O -0.30722 4.50875 1.97895
N 0.57326 5.42621 0.10206
N 1.44529 5.93433 2.17502
H 1.23958 6.02316 -0.35007
H -0.09658 4.92865 -0.45966
H 1.43092 5.82040 3.17139
H 2.12929 6.53978 1.76345
C 4.35025 -2.43112 1.66649
O 4.11705 -2.66726 2.84080
N 3.84607 -1.35066 1.01411
N 5.14910 -3.24686 0.90292
H 4.03143 -1.14815 0.05029
H 3.25128 -0.72240 1.54072
H 5.53957 -4.05447 1.35079
H 5.35654 -3.07652 -0.06210
C 3.63379 1.88559 3.08392
O 3.14553 1.04884 2.34307
N 2.97767 2.35264 4.18792
N 4.86791 2.42089 2.87298
H 3.35687 3.03788 4.81194
H 2.06477 1.97718 4.37085
H 5.38256 2.09902 2.06807
H 5.28509 3.10762 3.47040
C -4.36767 -3.78400 1.73046
O -3.39464 -3.10037 1.45763
N -5.47148 -3.83945 0.92736
N -4.43390 -4.54980 2.85599
H -6.28059 -4.39400 1.13071
H -5.45544 -3.28876 0.08908
H -3.63830 -4.53565 3.46797
H -5.22206 -5.11933 3.09704
C -0.82705 -6.98392 2.87907
O -1.63203 -7.75046 3.38653
N -0.77566 -6.75309 1.53767
N 0.09141 -6.28966 3.61537
H -0.12286 -6.12466 1.10627
H -1.43550 -7.24158 0.96143
H 0.08491 -6.43294 4.60788
H 0.75985 -5.65457 3.21857
C -5.85207 4.82584 0.90961
O -6.32966 3.96871 0.18643
N -6.50960 5.30597 2.01035
N -4.62531 5.37808 0.68609
H -6.13682 6.00894 2.61901
H -7.41517 4.92159 2.20593
H -4.11099 5.04736 -0.11450
H -4.21758 6.08255 1.27079
C -2.78949 -4.82693 -3.15080
O -2.46859 -4.91449 -1.97952
N -3.87202 -5.48440 -3.66759
N -2.09619 -4.06409 -4.04764
H -4.15347 -5.42621 -4.62749
H -4.40462 -6.05431 -3.03674
H -1.29514 -3.56778 -3.70241
H -2.34293 -3.97712 -5.01517
C 8.22156 2.92676 0.52925
O 7.41904 2.15811 1.03040
N 8.27373 3.15782 -0.81458
N 9.13551 3.61972 1.27064
H 8.92487 3.78428 -1.24761
H 7.61581 2.66400 -1.38953
H 9.12608 3.47236 2.26302
H 9.80390 4.25530 0.87910
*
```

Löwdin atomic charge list, values in e, 99 entries: 0.0382, -0.1246, -0.1102, -0.0580, -0.1122, -0.2628, -0.5491, 0.6927, -0.0478, -0.3489, 0.1015, 0.0872, -0.3244, 0.1065, 0.1151, -0.5100, 0.1344, 0.1741, 0.1433, -0.4742, 0.8110, -0.3669, -0.2171, 1.0266, -0.1655, -0.2869, 0.0802, 0.0724, 0.1211, 0.1192, 0.0852, 0.0827, 0.0771, 0.0555, 0.0621, -0.1558, -0.6850, 0.0270, 0.1431, 0.1466, 0.0951, 0.0142, 0.0980, 0.0884, -0.6914, 0.0101, 0.1615, 0.1352, 0.0820, 0.0565, 0.0926, 0.0822, -0.6604, 0.0181, 0.1515, 0.1644, 0.0863, 0.1054, 0.0726, 0.0893, -0.6583, 0.0121, 0.1545, 0.1618, 0.0905, 0.1007, 0.1055, 0.0940, -0.6992, 0.0016, 0.1599, 0.1498, 0.0900, 0.1015, 0.0986, 0.0926, -0.6908, 0.0152, 0.1416, 0.1544, 0.0874, 0.0987, 0.0349, 0.0926, -0.6818, 0.0315, 0.1464, 0.1574, 0.0894, 0.1004, 0.0758, 0.0973, -0.6764, 0.0228, 0.1506, 0.1490, 0.0924, 0.1051, 0.1033

=====

ORCA calculation (ωB97M-V/def2-TZVPD) on a 2-piece molecular cluster, CHCl2F2NS overall.

The value obtained for the HOMO-LUMO gap is 8.48 eV. The HOMO energy is -9.26 eV. The value obtained for the lowest unoccupied orbital energy is -0.780 eV. As for the total energy: -43853.8156 eV. The energy above the lowest of the compared OMol25 structures with the same formula, charge and spin comes out at 2.777 eV.

Geometry as ORCA input:
```
! RIJCOSX wB97M-V def2-TZVPD def2/J DEFGRID3
* xyz 0 1
C 0.04883 0.97801 -2.38328
N 0.83068 -0.11771 0.89397
F -0.51573 -1.54774 2.31722
F -1.64988 0.14244 1.13396
S -0.19800 0.09505 1.95859
Cl 1.27754 -0.07171 -2.10735
Cl -1.45120 0.22950 -2.53715
H 1.65776 0.29217 0.72404
*
```

In elementary charge units, the Löwdin charges are: -1.0759, -0.2705, -0.3621, -0.3600, 1.0027, 0.5752, 0.5358, -0.0452

=====

ORCA calculation (ωB97M-V/def2-TZVPD) on C26H52CaFIN2O4 as an isolated structure.

The value obtained for the HOMO-LUMO gap is 2.31 eV. The HOMO energy is -12.35 eV. The value obtained for the lowest unoccupied orbital energy is -10.039 eV. As for the total energy: -68199.7579 eV. The energy above the lowest of the compared OMol25 structures with the same formula, charge and spin comes out at 13.605 eV.

Geometry as ORCA input:
```
! RIJCOSX wB97M-V def2-TZVPD def2/J DEFGRID3
* xyz 2 1
C 6.51438 -1.27351 -0.70724
C 5.78545 -0.33988 -1.85050
C 4.91694 -1.25520 -2.90437
C 3.50618 -1.85953 -2.24418
O 2.94037 -0.80297 -1.39143
N 1.65475 -1.08049 -1.04013
C 0.98705 0.16698 -0.42351
C 1.91175 0.62060 0.84232
C 2.09052 -0.56954 2.00574
C 3.33853 -1.58954 1.70358
N 0.82811 1.15528 -1.53766
C 1.88061 2.22853 -1.58696
C 1.87128 3.15986 -2.94443
C 3.35035 3.93179 -3.02036
C -0.56436 -0.18878 0.10599
O -0.69460 -1.64877 -0.22277
C -0.94966 -2.47647 0.93293
C -2.29578 -3.41497 0.60893
C -3.14362 -3.81858 1.95438
C -2.22204 -4.20168 3.25980
O -1.61617 0.45405 -0.65036
C -2.18579 1.67454 -0.11105
C -1.21435 2.63520 0.78394
C -1.21457 2.44125 2.39110
O -1.61705 1.42032 3.13452
I -0.46539 4.19230 3.56141
C -2.43632 2.59847 -1.49535
C -2.70229 1.63386 -2.83442
F -1.18567 3.36127 -1.87603
C -3.64502 1.36432 0.64561
C -4.95320 1.48903 -0.33021
C -3.73078 -0.14395 1.30775
C -4.83146 -0.06184 2.56575
C -6.01193 -1.19494 2.47117
H 6.08645 -2.36103 -0.80084
H 6.32849 -0.76831 0.34200
H 7.67452 -1.34124 -0.95174
H 5.16774 0.57165 -1.39284
H 6.67276 0.17843 -2.45788
H 5.59870 -2.11991 -3.36105
H 4.62602 -0.55030 -3.80510
H 3.83025 -2.83191 -1.66199
H 2.83827 -2.15398 -3.17033
H 1.19917 -1.30678 -1.97525
H 3.03029 0.91292 0.56665
H 1.49563 1.55680 1.44966
H 2.39036 0.03247 2.99198
H 1.08730 -1.11445 2.25968
H 2.88049 -2.51916 1.11453
H 3.67598 -2.02945 2.75672
H 4.24079 -1.09299 1.13630
H 0.61200 0.73134 -2.46474
H 2.99377 1.80756 -1.49262
H 1.77469 2.98827 -0.67256
H 1.66743 2.57034 -3.93575
H 1.07875 4.04822 -2.86131
H 3.18288 5.08712 -3.25632
H 4.03318 3.50923 -3.89046
H 3.93842 3.87859 -2.00434
H -0.53273 -0.00541 1.25550
H -0.06609 -3.25134 1.05655
H -1.12070 -1.96275 1.95973
H -2.99080 -2.77536 -0.11943
H -2.03102 -4.39237 0.00942
H -3.85528 -4.71590 1.70202
H -3.79930 -2.89604 2.25768
H -2.87275 -4.84187 4.01130
H -1.91607 -3.19369 3.77175
H -1.22377 -4.74764 2.95300
H -1.60013 3.75210 0.60052
H -0.07892 2.65936 0.42716
H -3.24863 3.42332 -1.34761
H -1.64404 1.34302 -3.24344
H -3.21643 2.32895 -3.63277
H -3.33299 0.67894 -2.59829
H -3.84348 2.11913 1.54887
H -5.15634 2.55450 -0.76917
H -4.99623 0.66634 -1.19439
H -5.90249 1.24145 0.35090
H -4.13418 -0.90867 0.51793
H -2.74059 -0.51836 1.80315
H -4.25966 -0.22246 3.59872
H -5.35283 0.98282 2.64711
H -6.41453 -1.40947 1.39353
H -6.94075 -0.76089 3.08284
H -5.68901 -2.16980 3.06629
Ca 6.95925 0.73166 1.32476
*
```

In elementary charge units, the Löwdin charges are: -0.1513, -0.2460, -0.1473, -0.1447, -0.2447, -0.0084, -0.2881, -0.1139, -0.2006, -0.1343, 0.0034, -0.2414, -0.2079, -0.1517, -0.1835, -0.1341, -0.2156, -0.1603, -0.2451, -0.1380, -0.0747, -0.2898, -0.1214, -0.6630, -0.1106, 0.7236, -0.1589, -0.0381, -0.1337, -0.2246, -0.0885, -0.1568, -0.2406, -0.1525, 0.1274, -0.1093, 0.1187, 0.0994, 0.1274, 0.1465, 0.1335, 0.1310, 0.1513, 0.1453, 0.0902, 0.1189, 0.1180, 0.1103, 0.1017, 0.0912, 0.0197, 0.1316, 0.0834, 0.1304, 0.1152, 0.1158, 0.0892, 0.0759, 0.0551, 0.1396, 0.1305, 0.1070, 0.1141, 0.1177, 0.1172, 0.0727, 0.0909, 0.0679, 0.0805, 0.1458, 0.1092, 0.1480, 0.0793, 0.1011, 0.0845, 0.1492, 0.0874, 0.0996, 0.1004, 0.1122, 0.0861, 0.1198, 0.1019, 0.0826, 0.0882, 0.0743, 1.7579

=====

Question: Among the records above, which one has the highest HOMO?
Answer: C22H42ClF7N18O8S2

=====

Question: Which value of lowest unoccupied orbital energy does entry 4 give?
Answer: -10.039 eV

=====

Question: Among the records above, which one has the lowest HOMO?
Answer: C26H52CaFIN2O4

=====

Question: Number 1 is which compound?
Answer: C48H46BiBrN4O5P